1.
2 unconnected molecules or ions with the total composition C5H10N2 in a non-equilibrium geometry. Source: the OMol25 dataset; level of theory: ωB97M-V/def2-TZVPD.

The geometry in XYZ format:
```
17
Properties=species:S:1:pos:R:3:forces:R:3:nbo_charge:R:1
C -0.169200 -0.961093 -1.371207 -0.6 0.1 0.3 -0.43
C 0.016991 -0.621972 -0.081955 2.5 -1.9 -0.2 -0.19
C 0.847833 0.548015 0.391796 -1.1 0.6 0.1 -0.44
C 2.328514 0.184634 0.472845 -0.2 -0.1 -0.1 -0.59
H -0.171316 -1.991886 -1.689251 -0.6 -0.2 0.2 0.21
H -0.473896 -0.251336 -2.129362 0.8 0.4 -0.3 0.17
H 0.004217 -1.452189 0.667642 0.5 0.6 -0.9 0.23
H 0.709847 1.388668 -0.292479 0.0 0.1 0.0 0.20
H 0.491082 0.848023 1.378911 0.1 0.2 0.0 0.22
H 2.482437 -0.658888 1.144405 0.0 -0.1 0.0 0.21
H 2.904697 1.029315 0.848378 0.0 0.0 0.0 0.21
H 2.712522 -0.083315 -0.510471 0.0 0.0 0.0 0.21
N -1.925004 -0.812865 1.615016 0.0 1.3 -1.6 -0.39
C -1.939512 -0.087359 0.683267 -2.0 -1.2 3.1 0.42
N -2.406453 0.898001 -0.090231 0.6 0.3 -0.8 -0.85
H -3.388911 1.112038 -0.011289 0.1 -0.2 0.1 0.41
H -2.023848 0.912210 -1.026015 -0.2 0.1 0.1 0.40
```
Positions in Å, forces in eV/Å.

Its electronic energy is -305.930890 hartree. The calculation puts the LUMO energy at 0.660 eV. Its largest force on an atom is 3.89 eV/Å. Its HOMO-LUMO gap is 9.5382 eV.

2.
A single C5H10N2 molecule. Source: the OMol25 dataset; level of theory: ωB97M-V/def2-TZVPD.

The geometry in XYZ format:
```
17
Properties=species:S:1:pos:R:3:forces:R:3:nbo_charge:R:1
C 0.854009 -2.208764 -0.975277 0.1 -0.1 -0.1 -0.60
C -0.345338 -1.355968 -1.405404 0.3 0.1 -0.1 -0.24
N -0.453826 -0.373552 -0.338821 -0.2 0.4 -0.1 -0.44
C -0.066022 0.815000 -0.548979 0.1 -0.5 0.0 0.11
C 0.164109 1.722490 0.616380 0.0 -0.1 -0.2 -0.16
C -0.986029 2.021212 1.514911 -0.2 0.1 -0.1 -0.24
N 0.058790 1.097109 1.927127 0.0 0.0 0.1 -0.57
H 0.975848 -3.099605 -1.597348 0.0 0.1 0.1 0.21
H 0.728503 -2.503931 0.073845 -0.1 -0.1 -0.3 0.22
H 1.767586 -1.602753 -1.015014 -0.1 -0.2 -0.1 0.20
H -0.147077 -0.852683 -2.366150 0.0 -0.2 0.0 0.17
H -1.235893 -1.994984 -1.535132 0.2 0.5 0.4 0.20
H 0.192428 1.172076 -1.560198 0.0 0.0 0.2 0.16
H 0.992809 2.423707 0.497753 -0.3 0.0 0.0 0.21
H -1.028335 2.972820 2.045354 0.0 -0.3 -0.1 0.20
H -1.943265 1.605842 1.199392 0.2 0.1 0.1 0.20
H -0.245585 0.132721 1.765535 0.0 0.3 0.1 0.38
```
Positions in Å, forces in eV/Å.

Its electronic energy is -305.963690 hartree. The calculation puts the LUMO energy at 1.148 eV. Its largest force on an atom is 0.63 eV/Å. Its HOMO-LUMO gap is 10.4337 eV.

3.
A single C5H10N2 molecule in a non-equilibrium geometry. Source: the OMol25 dataset; level of theory: ωB97M-V/def2-TZVPD.

The geometry in XYZ format:
```
17
Properties=species:S:1:pos:R:3:forces:R:3:nbo_charge:R:1
C 0.142112 -1.763943 -0.175673 -1.7 0.8 -0.4 -0.26
C -0.998439 -1.114512 -0.568830 1.9 -4.9 -0.5 -0.07
C 1.180726 -0.812719 0.445724 2.2 -4.3 0.5 -0.30
C -1.973042 0.731444 0.342157 -2.9 1.7 2.5 -0.47
C 1.520026 1.371644 -0.339052 1.8 2.6 -0.3 -0.47
N -1.211502 0.171668 -0.663109 1.2 2.2 -0.3 -0.26
N 0.830050 0.496453 0.496548 -2.2 0.8 0.2 -0.28
H 0.295311 -2.889335 -0.191153 -0.3 1.8 0.0 0.23
H -1.781653 -1.690585 -1.071748 -0.1 -0.3 0.2 0.22
H 1.179760 -1.343390 1.543392 0.8 1.6 -2.1 0.22
H 2.183400 -0.965936 -0.172577 -1.5 0.0 1.5 0.18
H -1.488998 0.719284 1.373849 -0.4 -0.2 -1.3 0.23
H -2.153447 1.814980 0.085540 -0.2 -1.1 0.4 0.20
H -3.018631 0.175443 0.506816 1.9 1.1 -0.6 0.20
H 2.617420 1.281972 -0.070219 -0.8 0.0 -0.6 0.20
H 1.409294 1.385299 -1.448165 0.0 -1.0 0.6 0.22
H 1.267607 2.432233 -0.093506 0.0 -0.7 0.1 0.20
```
Positions in Å, forces in eV/Å.

Its electronic energy is -305.821166 hartree. The calculation puts the LUMO energy (alpha / beta) at -0.251 / -0.314 eV. Its largest force on an atom is 5.26 eV/Å. Its HOMO-LUMO gap (alpha / beta) is 8.1982 / 7.8678 eV.

4.
A molecular structure, C5H10N2O in a non-equilibrium geometry. Source: the OMol25 dataset; level of theory: ωB97M-V/def2-TZVPD.

The geometry in XYZ format:
```
18
Properties=species:S:1:pos:R:3:forces:R:3:nbo_charge:R:1
C 1.351192 -0.753619 -0.594514 -0.3 -1.5 0.1 -0.01
C -1.273550 0.099996 -1.142659 0.1 0.9 0.9 -0.58
C 0.428043 -0.931974 0.491846 -0.6 1.4 -0.3 0.16
C -0.555281 0.290788 0.719935 0.1 -3.1 -1.5 0.21
N 2.017733 0.367068 -0.850403 0.0 1.5 0.3 -0.77
C -0.055338 1.555177 0.964723 0.2 1.4 0.6 -0.45
O -1.729720 -0.024420 1.405355 0.2 0.2 0.3 -0.70
N 0.356607 -2.090672 1.034767 -0.5 -0.1 0.2 -0.66
H -2.060770 -0.893802 1.144120 0.2 0.2 -0.2 0.48
H 1.598084 -1.618616 -1.199126 0.2 -0.1 0.3 0.20
H 2.633877 0.394287 -1.652216 -0.3 0.4 0.3 0.40
H 1.680837 1.201857 -0.342470 0.7 -0.5 -1.1 0.41
H -0.355774 -2.110811 1.764427 0.0 0.0 0.0 0.33
H -2.119747 0.746943 -0.935670 -0.1 0.0 -0.1 0.20
H -1.588642 -0.916939 -1.373887 0.2 -0.1 0.4 0.19
H -0.625111 0.514703 -1.907022 0.1 0.0 0.1 0.19
H 0.978661 1.823630 1.122240 0.2 -0.5 -0.2 0.19
H -0.681102 2.346404 1.350554 -0.5 -0.1 -0.2 0.21
```
Positions in Å, forces in eV/Å.

Its electronic energy is -381.081031 hartree. The calculation puts the LUMO energy (alpha / beta) at -0.759 / 0.640 eV. Its largest force on an atom is 3.39 eV/Å. Its HOMO-LUMO gap (alpha / beta) is 5.6223 / 8.5874 eV.

5.
2 unconnected molecules or ions with the total composition C5H10N2O in a non-equilibrium geometry. Source: the OMol25 dataset; level of theory: ωB97M-V/def2-TZVPD.

The geometry in XYZ format:
```
18
Properties=species:S:1:pos:R:3:forces:R:3:nbo_charge:R:1
H -1.682525 -0.852149 2.901422 0.0 -0.2 -0.5 0.37
N -0.806678 -0.538303 2.494504 0.5 0.3 0.5 -0.70
C -0.463982 -0.986854 1.388330 2.6 1.4 -1.1 0.61
C -1.123997 -1.863475 0.384084 0.2 -0.1 0.1 -0.73
O 0.876083 -0.463154 0.797685 -2.8 -2.7 1.8 -0.75
H -0.439175 -2.673115 0.131483 -0.1 -0.1 0.0 0.24
H -1.306350 -1.294721 -0.532330 0.0 0.0 0.1 0.28
H -2.061063 -2.259582 0.777850 0.1 0.0 0.0 0.22
H 1.388395 -0.007498 1.485631 -0.6 -0.1 0.1 0.49
H -0.382162 -0.485090 -3.064275 0.1 0.3 -0.1 0.34
N -0.554820 0.013354 -2.193276 -0.2 -0.1 0.0 -0.65
C 0.445862 0.661860 -1.765552 0.7 -0.8 0.4 0.12
C 0.411117 1.306308 -0.449654 -0.1 3.3 -1.1 -0.19
C 1.355222 2.227109 -0.122432 -1.0 -1.0 -0.3 -0.42
H 1.424191 0.685977 -2.265342 -0.2 0.1 -0.1 0.15
H -0.595989 1.359170 -0.022144 0.5 -0.4 0.3 0.21
H 2.258586 2.328568 -0.704216 0.1 -0.1 -0.1 0.19
H 1.257282 2.841596 0.758233 0.0 0.1 0.1 0.20
```
Positions in Å, forces in eV/Å.

Its electronic energy is -381.184395 hartree. The calculation puts the LUMO energy at 0.947 eV. Its largest force on an atom is 4.29 eV/Å. Its HOMO-LUMO gap is 9.7538 eV.

6.
2 unconnected molecules or ions with the total composition C5H10N2O in a non-equilibrium geometry. Source: the OMol25 dataset; level of theory: ωB97M-V/def2-TZVPD.

The geometry in XYZ format:
```
18
Properties=species:S:1:pos:R:3:forces:R:3:nbo_charge:R:1
C -2.014185 -0.609595 -0.879182 0.1 -0.2 0.0 -0.52
C -1.061552 0.176677 -0.399930 -0.4 0.0 2.0 0.34
C -1.069755 1.671635 -0.512699 0.4 -0.2 -0.3 -0.66
O -0.136039 -0.223335 0.581090 -0.7 0.5 -0.8 -0.55
C -0.120552 -1.560895 1.024417 0.3 -0.7 -0.2 -0.26
H -2.806303 -0.186221 -1.468845 0.0 0.1 -0.3 0.21
H -2.100245 -1.655624 -0.650016 0.2 -0.2 0.0 0.21
H -1.012607 2.135270 0.470533 0.1 -0.1 0.1 0.22
H -1.983111 2.018443 -0.985715 0.0 -0.1 -0.2 0.22
H -0.206341 1.999151 -1.091218 0.0 0.2 0.0 0.23
H 0.525142 -1.584635 1.901877 0.0 0.0 -0.1 0.19
H 0.303824 -2.215502 0.257689 0.0 0.0 0.0 0.19
H -1.086780 -1.983376 1.309160 -0.2 0.5 0.0 0.18
N 3.002217 -1.057026 -1.041790 -0.1 0.1 -0.1 -0.40
C 2.724038 -0.116775 -0.433056 0.8 -0.5 -0.2 0.42
N 2.383994 0.939592 0.291705 -1.0 0.5 0.8 -0.87
H 1.597939 0.705437 0.898653 0.0 0.4 -0.3 0.43
H 3.060316 1.546777 0.727329 0.4 -0.3 -0.3 0.41
```
Positions in Å, forces in eV/Å.

Its electronic energy is -381.212366 hartree. The calculation puts the LUMO energy at 0.713 eV. Its largest force on an atom is 2.03 eV/Å. Its HOMO-LUMO gap is 9.9236 eV.

7.
A single C5H10N2O molecule in a non-equilibrium geometry. Source: the OMol25 dataset; level of theory: ωB97M-V/def2-TZVPD.

The geometry in XYZ format:
```
18
Properties=species:S:1:pos:R:3:forces:R:3:nbo_charge:R:1
C 0.886276 1.586295 -1.252507 -0.7 0.5 2.1 -0.40
N -0.130082 0.703396 -0.558395 3.1 0.7 -2.1 -0.31
N -1.347850 1.247750 -0.237811 -2.8 0.0 -0.2 -0.42
C -1.639298 0.629377 1.076513 0.3 -0.5 -1.2 -0.24
C -0.881785 -0.675654 1.004845 -0.4 0.7 0.1 -0.40
C 0.073263 -0.509991 0.082617 2.2 -2.1 -0.6 0.17
C 1.426102 -1.594480 -0.182701 -1.3 5.3 5.3 -0.05
O 1.179175 -2.713461 0.617459 -1.7 0.3 -1.1 -0.70
H 0.449408 2.019764 -2.152161 0.1 -0.4 -0.2 0.20
H 1.235335 2.513236 -0.640552 -0.8 -1.6 -0.5 0.19
H 1.776989 0.987989 -1.407406 0.0 -0.1 -0.4 0.20
H -2.072235 0.837096 -0.913054 1.1 0.6 0.9 0.32
H -2.673662 0.529468 1.335282 -0.8 0.0 -0.5 0.20
H -1.229711 1.220180 1.843304 0.8 1.1 1.2 0.18
H -1.161624 -1.346712 1.771820 0.6 -1.3 0.2 0.23
H 2.206513 -0.899716 0.353393 -0.8 -1.6 -1.2 0.18
H 1.691547 -1.787583 -1.146424 0.4 -0.4 -2.8 0.17
H 0.211638 -2.746951 0.405777 0.9 -1.1 0.9 0.48
```
Positions in Å, forces in eV/Å.

Its electronic energy is -381.126324 hartree. The calculation puts the LUMO energy at 0.908 eV. Its largest force on an atom is 7.58 eV/Å. Its HOMO-LUMO gap is 8.3765 eV.

8.
A molecular structure, C5H10N2O in a non-equilibrium geometry. Source: the OMol25 dataset; level of theory: ωB97M-V/def2-TZVPD.

The geometry in XYZ format:
```
18
Properties=species:S:1:pos:R:3:forces:R:3:nbo_charge:R:1
C 0.171139 -1.084811 -1.354587 -1.0 -1.6 -0.1 -0.27
C 1.019379 0.471118 0.675554 0.1 -0.6 -0.6 -0.24
N -1.069011 -1.375611 -0.835767 1.5 -0.2 -1.2 -0.44
C 0.015199 0.555539 -0.538577 -1.6 1.6 1.5 0.43
N 2.385478 0.707918 0.348049 0.2 0.1 0.0 -0.81
C -1.500679 0.288073 0.010886 0.6 1.2 0.5 -0.23
C -1.871922 0.184348 1.316562 0.2 -0.1 -0.4 -0.41
O 0.088244 1.508335 -1.328882 0.1 -0.9 0.1 -0.58
H -1.012427 -1.993246 -0.027012 0.1 0.2 0.2 0.36
H 2.494829 1.562530 -0.185401 0.0 -0.1 0.0 0.38
H 2.807619 -0.054403 -0.167011 -0.1 0.1 0.0 0.36
H 1.029205 -1.688130 -1.060507 0.0 0.2 0.2 0.19
H 0.178708 -0.792541 -2.400111 -0.1 0.2 0.1 0.22
H 0.651001 1.254971 1.346837 -0.1 -0.1 -0.1 0.23
H 0.907047 -0.493543 1.169112 0.0 0.0 0.0 0.19
H -2.207530 0.721281 -0.685161 0.0 -0.1 -0.1 0.22
H -1.208156 -0.197961 2.081540 0.1 0.1 0.0 0.18
H -2.878124 0.426134 1.634477 -0.1 -0.2 -0.1 0.20
```
Positions in Å, forces in eV/Å.

Its electronic energy is -381.076379 hartree. The calculation puts the LUMO energy (alpha / beta) at -1.340 / -1.438 eV. Its largest force on an atom is 2.68 eV/Å. Its HOMO-LUMO gap (alpha / beta) is 7.1110 / 7.0630 eV.